1.
40
Properties=species:S:1:pos:R:3:forces:R:3 method="wB97M-V/def2-TZVPD" e_tot_ha=-935.84571 smiles=CCc1nc(OCCN(C)C)c2oc3ccccc3c2n1 orbital_gap_ev=8.98 e_above_lowest_kj_mol=90.9
C -3.53908 -1.21202 0.36902 0.10 -0.05 0.16
C -2.27961 -1.60429 1.14065 -0.16 0.03 -0.08
C -1.05480 -1.34387 0.31901 -0.01 -0.17 0.18
N -0.77642 -0.06186 0.06635 0.23 0.42 -0.24
C 0.27586 0.25817 -0.66744 0.03 -0.40 -0.08
O 0.55864 1.53269 -0.94003 0.35 -0.40 -0.12
C -0.31196 2.51054 -0.38706 -0.38 0.45 0.38
C -0.01822 2.73869 1.09871 0.05 -0.05 -0.23
N -0.64122 3.95635 1.58616 0.08 -0.03 -0.06
C -2.08020 3.82390 1.69638 0.06 0.04 -0.06
C -0.06375 4.36787 2.85012 0.00 0.02 -0.09
C 1.07918 -0.77684 -1.16109 -0.63 -0.70 0.49
O 2.20209 -0.73583 -1.92605 0.20 0.51 -0.17
C 2.57210 -2.03219 -2.10655 -0.28 -0.99 0.24
C 3.66739 -2.48171 -2.82594 -0.04 0.32 0.01
C 3.86701 -3.84794 -2.88594 -0.01 0.10 0.00
C 3.00577 -4.74302 -2.25119 -0.04 -0.19 0.04
C 1.91427 -4.29878 -1.53454 0.01 0.14 -0.01
C 1.69499 -2.92820 -1.46136 0.46 0.25 -0.33
C 0.70789 -2.09289 -0.83704 0.03 1.25 -0.10
N -0.36158 -2.38376 -0.09555 0.08 -0.53 -0.04
H -4.42281 -1.38154 0.97923 -0.12 0.01 -0.01
H -3.62424 -1.80344 -0.53947 -0.06 -0.04 -0.11
H -3.49499 -0.16066 0.09683 -0.05 0.09 -0.05
H -2.30281 -2.66314 1.39566 0.04 0.06 0.05
H -2.21999 -1.01280 2.05599 0.02 -0.04 0.05
H -0.11377 3.42695 -0.94563 -0.03 -0.11 0.06
H -1.34593 2.18957 -0.53707 0.11 0.12 -0.05
H -0.33763 1.84916 1.66823 0.07 0.11 0.01
H 1.06479 2.84467 1.20570 -0.04 -0.04 -0.01
H -2.50666 3.63817 0.71362 -0.14 -0.02 -0.01
H -2.49181 4.75726 2.07682 -0.09 0.01 -0.01
H -2.37809 3.00649 2.37141 -0.02 -0.04 0.04
H 1.00520 4.52991 2.72133 0.05 0.01 0.06
H -0.52034 5.30734 3.15756 0.01 0.03 0.08
H -0.21387 3.62678 3.65062 -0.01 -0.03 0.04
H 4.32997 -1.78601 -3.31484 0.09 0.07 -0.06
H 4.71149 -4.23200 -3.43821 0.07 -0.01 -0.05
H 3.20212 -5.80200 -2.32521 0.01 -0.09 0.00
H 1.24101 -4.97972 -1.03917 -0.06 -0.10 0.05

2.
41
Properties=species:S:1:pos:R:3:forces:R:3 method="wB97M-V/def2-TZVPD" e_tot_ha=-1010.95179 smiles="N[C@@H](Cc1c[nH]c2ccccc12)C(=O)N1CCC[C@H]1C(=O)O" orbital_gap_ev=8.40 e_above_lowest_kj_mol=587.0
N 0.01538 -0.59409 1.73568 1.74 -0.37 -0.06
C -0.12941 0.18253 0.51755 0.90 0.89 -1.80
C 0.73673 -0.47850 -0.62994 -0.72 1.52 -1.59
C 2.19567 -0.59996 -0.38266 -1.52 -1.26 -0.31
C 2.75948 -1.82868 -0.15904 -5.37 -1.46 0.84
N 3.98060 -1.73152 0.29804 2.07 4.30 -1.12
C 4.38063 -0.32089 0.12284 -2.60 -2.97 -0.51
C 5.57696 0.25191 0.23755 0.43 3.91 -0.26
C 5.60859 1.68116 -0.07516 -0.88 -2.75 -0.11
C 4.46179 2.37863 -0.48527 -0.30 1.43 1.86
C 3.19506 1.72454 -0.41450 0.92 2.05 -0.48
C 3.19133 0.35723 -0.30469 1.55 0.26 1.02
C -1.47312 0.74420 0.01815 -0.49 3.43 0.34
O -1.62991 2.01896 0.17355 0.46 -4.29 -1.24
N -2.37102 -0.03855 -0.65135 -0.16 -1.26 0.12
C -2.43097 -1.50334 -0.35953 -0.44 -0.67 1.38
C -3.87728 -1.60981 0.34120 -2.37 -2.22 -0.37
C -4.57913 -0.94426 -0.90025 0.88 1.40 0.50
C -3.77850 0.41182 -0.89742 1.81 -0.04 -3.02
C -4.07763 1.27401 0.22660 -1.02 0.17 4.29
O -3.61231 0.97828 1.36162 -2.57 2.10 -3.00
O -5.08064 2.22599 0.02232 2.20 -1.40 0.94
H 1.06947 -0.89552 1.56447 -2.55 0.67 1.45
H -0.03262 0.15475 2.46570 0.39 -1.47 -0.35
H 0.29449 1.12639 0.76444 0.74 0.99 -0.38
H 0.56049 -0.04530 -1.69261 -0.11 -0.34 1.88
H 0.43256 -1.48933 -0.66215 -0.84 -1.23 -0.37
H 1.97894 -2.70927 -0.06766 2.49 1.28 -0.17
H 4.54367 -2.38044 0.71264 1.51 -2.05 0.84
H 6.40513 -0.22070 0.68188 1.04 -0.51 0.20
H 6.55551 2.11964 0.06533 0.82 0.89 -0.08
H 4.53558 3.55159 -0.49753 -0.28 -2.52 -0.30
H 2.27216 2.33219 -0.35929 0.53 -0.55 -0.63
H -1.61039 -1.76206 0.36925 -0.67 -0.03 -1.25
H -2.51633 -2.11103 -1.36869 0.70 1.00 2.27
H -4.19475 -0.99153 1.32765 1.61 -1.34 -2.56
H -4.43277 -2.70539 0.59467 2.17 2.56 -1.09
H -5.60635 -0.77095 -0.71195 -1.16 0.28 -0.07
H -4.43403 -1.30183 -1.96790 -0.13 -0.42 1.67
H -3.79652 0.90959 -1.92856 -0.30 -0.35 1.63
H -5.08655 2.60952 0.91501 -0.49 0.39 -0.10